1.
C23H34BN2O15PS3 | the ωB97M-V functional and the def2-TZVPD basis

Geometry (Å):
C (3.26, -3.97, 2.84)
C (3.86, -2.77, 2.09)
C (2.94, -1.54, 2.06)
O (1.76, -1.92, 1.36)
C (0.72, -1.02, 1.31)
P (0.04, -0.66, 3.08)
S (0.36, -2.05, 4.40)
N (-0.32, -1.76, 0.51)
C (-0.78, -3.03, 1.18)
C (-2.15, -2.90, 1.88)
C (-3.14, -4.05, 1.51)
C (-4.47, -3.48, 1.07)
O (-5.09, -3.97, 0.14)
O (-4.96, -2.43, 1.75)
C (0.09, -1.95, -0.94)
C (-1.08, -1.87, -1.93)
S (-2.49, -2.96, -1.56)
C (-3.90, -1.91, -2.07)
C (-4.03, -0.64, -1.22)
C (1.24, -1.03, -1.46)
N (0.81, -0.19, -2.62)
C (1.78, 0.37, -3.14)
S (3.05, 1.13, -3.58)
O (1.85, -0.14, -0.57)
C (1.05, 0.28, 0.51)
C (1.90, 1.33, 1.30)
C (3.15, 1.80, 0.50)
O (3.59, 3.01, 1.10)
C (-0.16, 1.08, -0.02)
C (-1.20, 1.48, 1.00)
O (-2.24, 0.85, 1.04)
O (-1.01, 2.51, 1.87)
H (3.02, -4.79, 2.16)
H (3.97, -4.39, 3.56)
H (2.35, -3.75, 3.39)
H (4.83, -2.52, 2.52)
H (4.04, -3.06, 1.06)
H (2.82, -1.20, 3.10)
H (3.50, -0.78, 1.51)
H (-1.34, -0.49, 2.87)
H (0.52, 0.58, 3.54)
H (-1.19, -1.21, 0.45)
H (-0.89, -3.83, 0.45)
H (-0.07, -3.40, 1.92)
H (-1.97, -3.03, 2.95)
H (-2.62, -1.92, 1.78)
H (-2.77, -4.69, 0.71)
H (-3.37, -4.62, 2.41)
H (-5.83, -2.25, 1.37)
H (0.46, -2.98, -1.01)
H (-0.68, -2.18, -2.89)
H (-1.48, -0.86, -2.06)
H (-4.81, -2.49, -2.10)
H (-3.63, -1.56, -3.07)
H (-4.00, -0.87, -0.15)
H (-3.21, 0.05, -1.41)
H (-4.94, -0.09, -1.49)
H (2.04, -1.68, -1.84)
H (2.20, 0.98, 2.29)
H (1.33, 2.24, 1.46)
H (2.82, 2.08, -0.50)
H (3.94, 1.06, 0.49)
H (2.91, 3.65, 0.87)
H (-0.70, 0.60, -0.83)
H (0.24, 2.00, -0.45)
H (-1.20, 3.34, 1.40)
B (0.71, 5.74, -2.92)
O (1.52, 5.42, -1.70)
C (1.00, 4.37, -1.13)
O (1.41, 3.84, -0.12)
C (-0.21, 3.91, -1.93)
O (-0.90, 2.96, -1.66)
O (-0.36, 4.70, -2.96)
O (0.15, 7.09, -2.84)
C (0.58, 7.79, -3.89)
O (0.31, 8.92, -4.13)
C (1.48, 6.88, -4.72)
O (2.05, 7.18, -5.73)
O (1.54, 5.69, -4.13)

Properties
- Charge: 0
- Molecular weight: 716.51 g mol⁻¹
- 2S+1: 1
- DFT total energy: -3695.8406 a.u.

2.
C2H2BrCl3 | the ωB97M-V functional and the def2-TZVPD basis

Geometry (Å):
C (0.02, 0.67, -0.92)
C (-0.86, 0.26, 0.26)
Cl (-0.59, 1.54, -2.32)
Cl (1.37, 1.62, -0.23)
Cl (-1.58, 2.56, 1.12)
Br (-2.49, -0.58, 0.06)
H (0.35, -0.30, -1.25)
H (-0.64, -0.05, 1.27)

Properties
- Charge: 0
- Molecular weight: 212.30 g mol⁻¹
- 2S+1: 1
- DFT total energy: -4031.9049 a.u.
- ΔE to the lowest compared entry with this formula, charge and spin: 2.224 eV

3.
C2H8N4O2 | the ωB97M-V functional and the def2-TZVPD basis

Geometry (Å):
C (-0.81, 1.18, -0.55)
N (0.35, 0.44, -0.18)
N (1.23, 1.04, 0.74)
C (0.31, -0.95, -0.13)
N (1.31, -1.73, -0.05)
O (2.56, -1.18, 0.00)
N (-0.99, -1.57, -0.31)
O (-1.87, -1.19, 0.79)
H (-1.37, 0.69, -1.33)
H (-1.50, 1.41, 0.30)
H (-0.50, 2.17, -1.01)
H (1.56, 1.88, 0.30)
H (0.70, 1.30, 1.57)
H (2.42, -0.20, -0.20)
H (-0.85, -2.58, -0.25)
H (-2.55, -0.69, 0.31)

Properties
- SMILES: CN(N)/C(=N\O)NO
- Charge: 0
- Molecular weight: 120.11 g mol⁻¹
- 2S+1: 1
- DFT total energy: -450.3481 a.u.
- ΔE to the lowest compared entry with this formula, charge and spin: 6.459 eV

4.
C29H61Br2FIN3O9Si | the ωB97M-V functional and the def2-TZVPD basis

Geometry (Å):
C (-0.44, -0.74, 0.12)
C (-1.54, 0.04, -0.48)
Br (-1.49, 0.04, -2.39)
C (-2.51, 0.72, 0.14)
Br (-2.55, 0.65, 2.04)
C (-3.61, 1.54, -0.54)
C (-4.52, 0.60, -1.36)
C (-6.00, 0.86, -1.24)
F (-6.34, 2.17, -1.51)
O (-4.51, 1.99, 0.52)
C (-4.27, 3.29, 0.79)
O (-4.31, 3.84, 1.86)
O (-3.96, 3.89, -0.41)
C (-3.18, 2.93, -1.12)
I (-3.75, 3.26, -3.21)
Si (-1.35, 3.60, -1.03)
C (-0.30, 3.25, -2.56)
C (-0.43, 3.09, 0.53)
C (-1.54, 5.48, -0.97)
H (-0.56, -1.80, -0.10)
H (-0.33, -0.56, 1.18)
H (0.49, -0.43, -0.35)
H (-4.37, -0.40, -0.97)
H (-4.23, 0.55, -2.40)
H (-6.51, 0.24, -1.97)
H (-6.39, 0.58, -0.27)
H (-0.69, 2.48, -3.20)
H (0.73, 3.06, -2.28)
H (-0.28, 4.16, -3.15)
H (-1.09, 2.74, 1.31)
H (0.22, 3.88, 0.89)
H (0.23, 2.26, 0.28)
H (-2.37, 5.77, -1.60)
H (-0.61, 5.94, -1.26)
H (-1.80, 5.73, 0.05)
C (-1.27, 2.77, 7.34)
O (0.13, 2.68, 7.51)
C (0.56, 1.58, 8.30)
C (1.29, 0.56, 7.47)
N (0.38, -0.13, 6.56)
C (1.03, -0.96, 5.55)
C (1.94, -0.27, 4.53)
O (1.24, 0.57, 3.63)
C (1.00, 1.89, 4.09)
H (-1.49, 3.72, 6.85)
H (-1.67, 1.96, 6.71)
H (-1.79, 2.76, 8.31)
H (-0.28, 1.13, 8.84)
H (1.25, 1.98, 9.05)
H (1.75, -0.18, 8.13)
H (2.09, 1.08, 6.93)
H (-0.19, 0.55, 6.09)
H (0.24, -1.47, 5.00)
H (1.61, -1.74, 6.07)
H (2.39, -1.06, 3.91)
H (2.77, 0.26, 5.00)
H (1.79, 2.24, 4.75)
H (0.03, 1.95, 4.60)
H (0.95, 2.54, 3.22)
C (1.84, -7.89, 3.20)
O (2.86, -7.47, 4.08)
C (4.18, -7.77, 3.64)
C (4.94, -6.51, 3.28)
N (4.40, -5.90, 2.06)
C (4.92, -4.56, 1.78)
C (4.61, -3.45, 2.78)
O (3.25, -3.09, 2.85)
C (2.45, -3.87, 3.72)
H (0.89, -7.74, 3.71)
H (1.83, -7.30, 2.27)
H (1.95, -8.95, 2.95)
H (4.17, -8.48, 2.80)
H (4.69, -8.25, 4.48)
H (5.99, -6.76, 3.11)
H (4.88, -5.84, 4.14)
H (3.40, -5.85, 2.14)
H (4.50, -4.26, 0.82)
H (6.00, -4.63, 1.65)
H (5.14, -2.56, 2.43)
H (5.01, -3.67, 3.78)
H (3.01, -4.23, 4.58)
H (2.00, -4.71, 3.18)
H (1.64, -3.24, 4.08)
C (-0.11, -0.75, -9.72)
O (0.45, 0.55, -9.67)
C (-0.30, 1.54, -10.35)
C (-0.92, 2.53, -9.38)
N (-1.98, 1.91, -8.60)
C (-2.45, 2.72, -7.48)
C (-1.47, 3.05, -6.36)
O (-1.07, 1.93, -5.59)
C (0.02, 1.19, -6.11)
H (0.62, -1.44, -9.30)
H (-1.03, -0.82, -9.13)
H (-0.33, -1.05, -10.75)
H (-1.07, 1.09, -10.99)
H (0.40, 2.08, -11.00)
H (-1.33, 3.37, -9.94)
H (-0.10, 2.91, -8.75)
H (-1.64, 1.02, -8.24)
H (-3.29, 2.17, -7.03)
H (-2.86, 3.65, -7.88)
H (-2.00, 3.71, -5.66)
H (-0.60, 3.61, -6.72)
H (0.72, 1.82, -6.65)
H (-0.33, 0.38, -6.76)
H (0.54, 0.73, -5.26)

Properties
- Charge: 0
- Molecular weight: 929.62 g mol⁻¹
- 2S+1: 1
- DFT total energy: -7817.9245 a.u.

5.
C25H34FI2NO16 | the ωB97M-V functional and the def2-TZVPD basis

Geometry (Å):
C (3.77, -2.10, 0.45)
C (2.72, -2.18, -0.63)
I (2.98, -3.95, -1.83)
C (1.30, -2.14, -0.03)
I (0.74, -4.05, 0.78)
C (0.20, -1.65, -0.99)
C (0.58, -0.36, -1.76)
C (0.39, 0.69, -0.69)
O (0.79, 1.81, -0.63)
O (-0.38, 0.15, 0.32)
C (-0.98, -1.03, -0.25)
C (-1.79, -1.78, 0.79)
O (-1.70, -1.57, 1.95)
N (-2.81, -2.69, 0.28)
C (-2.49, -3.50, -0.83)
O (-2.23, -4.64, -0.83)
F (-2.47, -2.77, -1.97)
H (3.60, -2.84, 1.23)
H (4.76, -2.25, 0.04)
H (3.74, -1.10, 0.89)
H (2.89, -1.38, -1.34)
H (1.36, -1.51, 0.86)
H (-0.04, -2.49, -1.65)
H (-0.19, -0.21, -2.53)
H (1.55, -0.32, -2.24)
H (-1.70, -0.66, -0.99)
H (-3.66, -2.16, 0.10)
C (-2.12, 0.56, 3.86)
C (-2.53, 1.57, 4.90)
C (-3.70, 1.16, 5.78)
O (-4.30, 2.42, 6.10)
C (-4.01, 3.29, 5.11)
O (-4.50, 4.36, 4.97)
O (-3.06, 2.77, 4.29)
H (-1.88, -0.39, 4.33)
H (-2.93, 0.41, 3.14)
H (-1.25, 0.91, 3.31)
H (-1.68, 1.87, 5.51)
H (-3.40, 0.65, 6.69)
H (-4.43, 0.55, 5.24)
C (-5.25, -1.49, -6.67)
C (-3.79, -1.47, -6.31)
C (-3.34, -2.53, -5.32)
O (-2.25, -1.89, -4.66)
C (-2.45, -0.55, -4.72)
O (-1.83, 0.25, -4.09)
O (-3.45, -0.27, -5.58)
H (-5.53, -2.46, -7.06)
H (-5.86, -1.28, -5.79)
H (-5.48, -0.73, -7.42)
H (-3.17, -1.49, -7.21)
H (-3.00, -3.45, -5.79)
H (-4.12, -2.76, -4.58)
C (9.25, -4.37, -2.52)
C (8.73, -3.61, -1.34)
C (7.58, -4.26, -0.59)
O (6.86, -3.14, -0.07)
C (7.11, -2.09, -0.90)
O (6.51, -1.06, -0.88)
O (8.12, -2.37, -1.74)
H (9.56, -5.37, -2.22)
H (8.48, -4.46, -3.29)
H (10.11, -3.87, -2.96)
H (9.54, -3.36, -0.65)
H (7.91, -4.91, 0.22)
H (6.92, -4.82, -1.26)
C (-1.35, 6.04, 2.39)
C (-1.80, 6.99, 3.46)
C (-3.30, 7.19, 3.56)
O (-3.40, 8.54, 4.05)
C (-2.28, 9.20, 3.67)
O (-2.13, 10.38, 3.76)
O (-1.36, 8.34, 3.18)
H (-1.83, 5.07, 2.53)
H (-1.61, 6.42, 1.40)
H (-0.27, 5.90, 2.41)
H (-1.39, 6.71, 4.43)
H (-3.78, 6.50, 4.24)
H (-3.79, 7.14, 2.58)

Properties
- Charge: 0
- Molecular weight: 877.34 g mol⁻¹
- 2S+1: 1
- DFT total energy: -2926.9625 a.u.

6.
C23H32N4O10P3Ti | the ωB97M-V functional and the def2-TZVPD basis

Geometry (Å):
Ti (-0.43, 0.20, 0.31)
O (0.85, -3.36, -0.49)
C (0.86, -2.20, -0.88)
O (1.05, -1.17, -0.12)
C (0.61, -1.85, -2.34)
P (-0.50, -0.37, -2.36)
C (-2.06, -0.95, -3.09)
C (-2.12, -1.72, -4.25)
C (-3.34, -2.17, -4.73)
C (-4.51, -1.85, -4.05)
C (-4.46, -1.08, -2.90)
C (-3.23, -0.63, -2.41)
C (0.28, 0.67, -3.63)
C (-0.41, 1.13, -4.75)
C (0.20, 1.99, -5.65)
C (1.51, 2.40, -5.43)
C (2.20, 1.96, -4.32)
C (1.59, 1.10, -3.42)
H (0.21, -2.71, -2.88)
H (1.56, -1.55, -2.79)
H (-1.21, -1.97, -4.79)
H (-3.38, -2.77, -5.63)
H (-5.47, -2.20, -4.42)
H (-5.37, -0.82, -2.37)
H (-3.19, -0.03, -1.52)
H (-1.44, 0.84, -4.92)
H (-0.34, 2.34, -6.51)
H (1.99, 3.08, -6.13)
H (3.21, 2.30, -4.12)
H (2.12, 0.79, -2.53)
O (-1.24, 2.53, -1.84)
P (-0.09, 3.12, -0.87)
O (0.69, 4.15, -1.55)
O (0.58, 1.88, -0.27)
O (-1.00, 3.71, 0.35)
P (-1.66, 2.78, 1.49)
O (-3.14, 3.37, 1.64)
O (-0.91, 2.85, 2.74)
O (-1.90, 1.41, 0.81)
H (-1.66, 3.25, -2.33)
H (-3.15, 4.09, 2.29)
C (-3.52, -2.56, 1.51)
C (-2.07, -2.44, 1.13)
N (-1.24, -3.47, 1.32)
O (-1.65, -1.37, 0.65)
H (-3.65, -3.15, 2.41)
H (-3.93, -1.56, 1.65)
H (-4.05, -3.05, 0.69)
H (-1.63, -4.37, 1.55)
H (-0.32, -3.45, 0.86)
C (4.39, 0.44, 3.16)
C (3.85, 0.28, 1.75)
N (2.47, 0.73, 1.75)
C (1.59, 0.23, 2.65)
N (0.34, 0.09, 2.31)
C (-0.62, -0.29, 3.35)
C (-0.19, 0.24, 4.70)
C (1.18, -0.31, 5.01)
N (2.08, -0.02, 3.90)
C (3.49, -0.30, 4.13)
H (4.42, 1.50, 3.41)
H (5.41, 0.04, 3.23)
H (3.92, -0.77, 1.43)
H (4.41, 0.89, 1.04)
H (2.08, 0.95, 0.85)
H (-0.68, -1.39, 3.39)
H (-1.60, 0.09, 3.07)
H (-0.90, -0.05, 5.48)
H (-0.16, 1.33, 4.66)
H (1.15, -1.39, 5.20)
H (1.61, 0.16, 5.90)
H (3.66, -1.39, 4.06)
H (3.72, -0.01, 5.15)

Properties
- ⟨S²⟩: 0.75
- Charge: 0
- Molecular weight: 665.32 g mol⁻¹
- 2S+1: 2
- DFT total energy: -3741.1594 a.u.
- ΔE to the lowest compared entry with this formula, charge and spin: 0.000 eV

7.
C26H28MoN2O5S3SiTe | the ωB97M-V functional and the def2-TZVPD basis

Geometry (Å):
Mo (-0.14, -0.28, 0.37)
O (0.48, 1.47, 2.98)
S (-0.95, 1.59, 2.96)
O (-1.54, 2.89, 3.13)
N (-1.45, 0.91, 1.56)
C (-2.76, 1.09, 1.14)
C (-3.83, 1.60, 1.85)
C (-5.10, 1.71, 1.27)
C (-5.34, 1.32, -0.02)
C (-4.28, 0.77, -0.78)
C (-4.44, 0.32, -2.10)
C (-3.37, -0.23, -2.76)
C (-2.14, -0.33, -2.10)
N (-1.95, 0.09, -0.86)
C (-3.00, 0.65, -0.19)
C (-1.62, 0.55, 4.25)
C (-1.71, 1.11, 5.52)
C (-2.18, 0.33, 6.57)
C (-2.56, -0.98, 6.34)
C (-2.47, -1.52, 5.07)
C (-2.00, -0.76, 4.01)
H (-3.70, 1.95, 2.86)
H (-5.90, 2.13, 1.86)
H (-6.32, 1.41, -0.47)
H (-5.41, 0.41, -2.58)
H (-3.45, -0.59, -3.78)
H (-1.29, -0.77, -2.60)
H (-1.42, 2.14, 5.68)
H (-2.24, 0.75, 7.56)
H (-2.93, -1.59, 7.16)
H (-2.77, -2.55, 4.89)
H (-1.91, -1.18, 3.02)
C (1.17, -0.97, -3.37)
Te (1.46, 0.43, -1.76)
C (0.39, 1.78, -3.02)
C (0.45, 1.19, -4.41)
C (0.12, 1.96, -5.52)
C (0.17, 1.41, -6.79)
C (0.53, 0.09, -6.96)
C (0.86, -0.68, -5.86)
C (0.82, -0.14, -4.58)
H (0.39, -1.69, -3.11)
H (2.09, -1.53, -3.51)
H (0.84, 2.77, -2.97)
H (-0.64, 1.85, -2.66)
H (-0.15, 3.00, -5.39)
H (-0.08, 2.03, -7.65)
H (0.58, -0.34, -7.95)
H (1.15, -1.72, -5.99)
C (5.66, -1.98, 2.49)
Si (4.88, -1.01, 1.11)
C (5.84, 0.56, 0.72)
C (4.65, -2.05, -0.43)
H (6.65, -2.33, 2.20)
H (5.05, -2.85, 2.75)
H (5.77, -1.36, 3.39)
H (6.91, 0.35, 0.71)
H (5.67, 1.33, 1.48)
H (5.56, 0.96, -0.25)
H (5.63, -2.35, -0.81)
H (4.15, -1.49, -1.22)
H (4.07, -2.96, -0.23)
O (0.53, -1.44, 2.23)
S (1.77, -1.92, 1.57)
O (2.42, -3.08, 2.09)
O (1.38, -2.00, 0.13)
S (2.95, -0.22, 1.77)

Properties
- ⟨S²⟩: 2.02
- Charge: 0
- Molecular weight: 796.35 g mol⁻¹
- 2S+1: 3
- DFT total energy: -3313.5979 a.u.
- ΔE to the lowest compared entry with this formula, charge and spin: 0.000 eV

8.
C20H18BrFeN4O | the ωB97M-V functional and the def2-TZVPD basis

Geometry (Å):
Fe (-0.25, -0.45, -1.41)
C (-2.43, -1.34, 2.61)
C (-1.70, -1.39, 1.31)
N (-1.22, -0.36, 0.72)
N (-1.31, 0.86, 1.24)
C (-0.97, 1.77, 0.36)
O (-0.56, 1.47, -0.81)
C (-1.10, 3.19, 0.74)
C (-1.36, 4.11, -0.27)
C (-1.53, 5.45, 0.04)
C (-1.42, 5.87, 1.36)
C (-1.15, 4.95, 2.37)
C (-1.00, 3.61, 2.06)
C (-1.62, -2.63, 0.53)
C (-2.11, -3.84, 1.00)
C (-2.14, -4.94, 0.15)
C (-1.67, -4.79, -1.15)
C (-1.15, -3.56, -1.52)
N (-1.11, -2.52, -0.71)
H (-2.47, -0.31, 2.97)
H (-1.95, -1.97, 3.36)
H (-3.45, -1.70, 2.47)
H (-1.44, 3.77, -1.29)
H (-1.76, 6.17, -0.74)
H (-1.55, 6.91, 1.61)
H (-1.06, 5.28, 3.39)
H (-0.79, 2.88, 2.84)
H (-2.48, -3.93, 2.01)
H (-2.53, -5.88, 0.49)
H (-1.71, -5.60, -1.86)
H (-0.75, -3.41, -2.52)
C (5.39, -0.52, -0.51)
C (4.02, -0.54, -1.12)
C (3.83, -0.58, -2.50)
C (2.56, -0.60, -3.07)
C (1.53, -0.60, -2.15)
Br (-1.49, -0.51, -3.25)
N (1.70, -0.57, -0.88)
C (2.89, -0.53, -0.30)
H (6.16, -0.51, -1.29)
H (5.55, -1.39, 0.12)
H (5.53, 0.37, 0.11)
H (4.69, -0.57, -3.15)
H (2.40, -0.62, -4.14)
H (2.96, -0.49, 0.78)

Properties
- ⟨S²⟩: 6.23
- Charge: +1
- Molecular weight: 466.14 g mol⁻¹
- 2S+1: 5
- DFT total energy: -4904.6916 a.u.
- ΔE to the lowest compared entry with this formula, charge and spin: 0.000 eV

9.
C3H3O3S | the ωB97M-V functional and the def2-TZVPD basis

Geometry (Å):
C (-1.51, 0.37, 0.29)
C (-0.30, -0.07, 0.15)
O (-0.30, -1.48, -0.11)
S (1.03, -2.19, -0.85)
C (0.93, 0.83, 0.33)
O (0.86, 1.63, 1.28)
O (1.82, 0.67, -0.54)
H (-2.29, -0.27, -0.08)
H (-1.65, 1.41, 0.48)
H (1.42, -0.90, -0.93)

Properties
- SMILES: C=C(OS)C(=O)[O-]
- Charge: -1
- Molecular weight: 119.12 g mol⁻¹
- 2S+1: 1
- DFT total energy: -740.0210 a.u.
- ΔE to the lowest compared entry with this formula, charge and spin: 1.476 eV